{
  "formula": "C43H116O15",
  "method": "ωB97M-V with the def2-TZVPD basis set",
  "total_energy_ev": -77181.931,
  "largest_force_ha_per_bohr": 0.0802,
  "orbital_gap_ev": 9.803,
  "e_homo_ev": -9.24,
  "charge": 0,
  "e_above_lowest_kcal_mol": 0.00,
  "symbols": ["C", "C", "C", "O", "H", "H", "H", "H", "H", "H", "H", "H", "C", "C", "C", "O", "H", "H", "H", "H", "H", "H", "H", "H", "C", "C", "C", "O", "H", "H", "H", "H", "H", "H", "H", "H", "C", "C", "C", "O", "H", "H", "H", "H", "H", "H", "H", "H", "C", "C", "C", "O", "H", "H", "H", "H", "H", "H", "H", "H", "C", "C", "C", "O", "H", "H", "H", "H", "H", "H", "H", "H", "C", "C", "C", "O", "H", "H", "H", "H", "H", "H", "H", "H", "C", "C", "C", "O", "H", "H", "H", "H", "H", "H", "H", "H", "C", "C", "C", "O", "H", "H", "H", "H", "H", "H", "H", "H", "C", "C", "C", "O", "H", "H", "H", "H", "H", "H", "H", "H", "C", "C", "C", "O", "H", "H", "H", "H", "H", "H", "H", "H", "C", "C", "C", "O", "H", "H", "H", "H", "H", "H", "H", "H", "C", "C", "C", "O", "H", "H", "H", "H", "H", "H", "H", "H", "C", "C", "C", "O", "H", "H", "H", "H", "H", "H", "H", "H", "C", "O", "H", "H", "H", "H"],
  "positions_angstrom": [[0.41262, 6.98967, -1.98918], [-0.56527, 6.29584, -1.03979], [-1.99657, 6.66009, -1.21905], [-0.58516, 4.85964, -1.27278], [0.01483, 7.96332, -2.31668], [0.61668, 6.39626, -2.86059], [1.34068, 7.11615, -1.43955], [-0.24985, 6.52361, 0.02312], [-2.43040, 6.25068, -2.13933], [-2.15085, 7.73695, -1.15269], [-2.54165, 6.21274, -0.47780], [0.36031, 4.57473, -1.38054], [-0.48087, 2.04228, -5.41969], [-0.94012, 3.17611, -4.54522], [-2.38397, 3.63377, -4.67559], [-0.74565, 2.73372, -3.21066], [0.60516, 2.04784, -5.32754], [-0.78383, 2.27849, -6.45853], [-0.90629, 1.06123, -5.18321], [-0.22755, 3.96314, -4.87218], [-2.37918, 4.34941, -5.51518], [-2.58364, 4.14795, -3.75671], [-3.02141, 2.75595, -4.70129], [-0.97704, 3.51656, -2.64082], [2.54659, -2.50517, -5.59368], [2.11213, -1.04727, -5.64966], [3.28984, -0.11239, -5.41985], [1.51500, -0.75305, -6.88696], [3.27485, -2.63980, -6.41134], [1.68256, -3.14814, -5.81607], [3.09083, -2.77495, -4.69213], [1.41886, -0.81908, -4.87527], [2.98330, 0.92400, -5.55543], [4.10725, -0.26320, -6.16944], [3.72842, -0.13322, -4.48343], [1.02068, 0.05324, -6.76075], [5.84905, -2.09085, -1.45885], [4.53887, -2.20470, -2.15102], [3.85386, -3.51510, -1.89881], [3.73950, -1.08062, -1.67430], [6.60981, -2.64414, -1.94415], [5.70766, -2.46411, -0.43700], [6.09742, -1.03810, -1.30677], [4.74918, -2.09530, -3.21665], [4.58373, -4.25693, -2.07182], [2.94501, -3.66220, -2.41714], [3.55409, -3.63326, -0.84037], [2.82122, -1.18023, -1.95533], [1.76598, -3.57585, 3.21437], [2.24385, -5.01818, 2.81456], [2.38704, -5.84350, 4.07418], [1.33957, -5.63069, 1.90736], [2.50911, -3.10045, 3.86660], [0.82830, -3.69631, 3.74069], [1.55747, -2.98801, 2.31079], [3.23072, -4.95225, 2.32809], [2.44835, -6.94551, 3.88107], [1.59604, -5.78178, 4.85599], [3.26264, -5.51361, 4.61731], [0.79913, -6.29982, 2.35083], [5.77247, -0.96387, 2.71538], [4.76672, -0.00886, 2.02132], [5.38311, 0.93848, 1.07149], [3.71128, -0.78191, 1.41341], [6.42991, -1.51969, 1.96222], [5.36467, -1.66311, 3.48553], [6.47690, -0.36136, 3.31398], [4.26813, 0.47484, 2.91169], [4.66731, 1.26961, 0.37641], [6.22984, 0.47688, 0.57482], [5.71934, 1.80791, 1.63950], [3.78196, -0.75926, 0.46995], [-0.71405, 6.36600, 3.47384], [-0.88202, 4.74569, 3.50043], [-0.83703, 4.27946, 4.91845], [-2.07655, 4.46547, 2.88179], [-0.04779, 6.73910, 4.24897], [-1.69182, 6.80554, 3.63946], [-0.34120, 6.72874, 2.46136], [0.02098, 4.31774, 2.95701], [0.10863, 4.48140, 5.34663], [-1.13377, 3.21300, 4.96494], [-1.62300, 4.72795, 5.49852], [-1.95470, 3.82266, 2.11802], [0.63745, 1.46361, 3.12046], [0.69138, 0.08778, 3.82104], [0.37496, 0.16651, 5.40323], [-0.21659, -0.78621, 3.17692], [1.30233, 2.17169, 3.67120], [-0.31299, 1.89285, 3.02034], [0.97871, 1.22190, 2.12256], [1.64778, -0.38642, 3.64061], [1.10829, 0.85718, 5.73476], [0.55373, -0.84947, 5.77950], [-0.60264, 0.45779, 5.63183], [-0.04059, -0.94855, 2.21883], [-3.79983, 2.89329, -0.93424], [-3.42125, 2.97573, 0.50656], [-4.01236, 1.91416, 1.39253], [-1.94848, 2.94694, 0.70308], [-3.48313, 3.86153, -1.42199], [-4.83012, 2.63008, -1.05732], [-3.34887, 1.99388, -1.40470], [-3.78977, 3.90341, 0.99828], [-3.65075, 0.86700, 1.22734], [-5.08356, 2.03427, 1.25341], [-3.67830, 2.24497, 2.38250], [-1.59392, 3.64532, 0.12875], [0.82947, -5.76848, -2.15394], [-0.09423, -4.74479, -1.55846], [-1.47575, -5.39298, -1.17873], [0.48515, -4.16141, -0.42274], [0.51421, -6.25116, -3.12563], [0.83786, -6.58080, -1.44783], [1.80874, -5.40247, -2.43184], [-0.29052, -3.86420, -2.22318], [-1.27991, -6.41210, -0.77860], [-2.18015, -5.46328, -2.04432], [-2.01170, -4.80234, -0.42972], [0.62382, -4.71736, 0.34440], [3.78491, 2.73171, -2.20021], [3.00479, 3.88776, -2.90036], [2.97040, 3.62258, -4.36289], [1.63732, 4.07195, -2.48640], [3.20313, 1.85676, -2.45050], [3.77244, 2.90239, -1.11477], [4.82794, 2.72742, -2.53707], [3.41473, 4.82686, -2.56320], [2.59207, 2.60774, -4.50391], [3.96715, 3.55515, -4.80056], [2.32489, 4.39876, -4.90136], [1.06647, 3.34891, -2.76796], [-2.72839, -1.16135, 6.16402], [-2.95987, -2.39324, 5.33487], [-4.17266, -2.20090, 4.38952], [-1.75978, -2.77767, 4.67374], [-3.44370, -0.83662, 6.88216], [-2.70398, -0.34482, 5.47450], [-1.79376, -1.38072, 6.69168], [-3.18615, -3.27145, 5.91650], [-5.10376, -2.20046, 4.97111], [-4.20726, -2.92546, 3.58850], [-4.05732, -1.24160, 3.91288], [-1.28458, -1.98404, 4.41337], [-7.58713, -0.61345, -2.00795], [-7.20134, -1.04432, -0.61540], [-7.04574, -2.51698, -0.61215], [-6.09235, -0.38137, -0.06796], [-6.75562, -0.58051, -2.70014], [-8.06174, 0.29759, -2.02130], [-8.32017, -1.33285, -2.41498], [-8.04522, -0.72439, 0.02711], [-6.48851, -2.84559, 0.22024], [-6.51339, -2.86445, -1.51908], [-8.02070, -2.97306, -0.75589], [-5.30576, -0.51459, -0.62139], [-1.21090, -0.89256, -2.09640], [-0.08663, -1.00712, -1.03993], [0.50061, 0.37703, -0.94621], [-0.55528, -1.36585, 0.21757], [-2.01907, -0.39303, -1.68049], [-1.52297, -1.87682, -2.44874], [-0.91454, -0.33099, -3.00306], [0.58157, -1.76926, -1.35482], [0.91672, 0.68256, -1.85914], [1.10030, 0.57781, -0.01644], [-0.38331, 1.03262, -0.82474], [-0.60484, -2.35517, 0.29311], [-1.78813, -6.13057, 4.16162], [-1.02368, -7.14492, 3.46404], [-1.98494, -6.54659, 5.09837], [-1.31075, -5.12723, 4.20874], [-2.72913, -6.03856, 3.60096], [-0.52905, -7.57293, 4.15662]],
  "forces_ev_per_a": [[-0.341, 0.432, 0.577], [0.219, -0.509, 0.105], [0.322, 1.338, -1.576], [1.221, 0.004, 0.555], [0.269, -0.246, 0.252], [-0.035, -0.347, -0.427], [0.290, 0.273, -0.262], [-0.359, -0.440, -0.956], [0.413, 0.360, -0.210], [-0.075, 0.009, -0.139], [-1.497, -1.050, 2.200], [-0.725, 0.220, 0.134], [-0.503, -0.073, -1.019], [0.139, -0.432, -0.134], [1.430, 0.127, -0.557], [0.371, 1.209, 0.859], [0.047, -0.476, -0.273], [0.415, -0.166, 0.305], [0.036, 0.179, 0.255], [-0.447, 0.333, 0.821], [-0.893, -0.541, 0.151], [-0.461, 0.618, 0.366], [-0.365, 0.149, -0.514], [0.191, -0.923, -0.253], [-0.075, 0.197, -1.338], [1.489, 0.124, 0.543], [0.251, 0.552, -2.620], [-0.109, -0.605, -0.554], [-0.267, -0.087, 0.116], [0.362, -0.019, 0.378], [-0.388, 0.056, 0.264], [-0.931, -0.103, 0.928], [-0.213, 0.060, -0.153], [-0.668, -0.124, 0.434], [0.751, -0.484, 2.183], [-0.246, 0.377, -0.152], [-0.613, 0.624, 1.915], [-0.918, 0.886, -0.197], [0.046, 0.638, 1.835], [0.272, -0.267, -0.258], [0.866, -0.411, -0.468], [0.247, -0.176, -0.036], [0.285, -0.072, -0.493], [-0.378, 0.201, -0.292], [0.527, -1.309, -0.564], [-0.752, -0.149, -1.071], [0.314, 0.341, -0.216], [0.084, -0.130, 0.024], [0.242, -1.163, -0.856], [-0.344, 1.005, 0.937], [-0.208, -1.315, 0.927], [-0.183, 0.011, -0.491], [-0.190, 0.047, -0.283], [-0.266, 0.136, 0.288], [0.347, 0.046, 0.285], [-0.365, -0.089, -0.037], [0.381, 0.851, -0.122], [-0.086, 0.474, -0.893], [0.487, -0.154, 0.021], [-0.120, 0.225, 0.124], [1.296, -0.227, -0.340], [-1.378, -2.048, 2.283], [1.146, 0.470, 0.982], [0.151, 0.099, 1.201], [-1.046, 0.494, 0.909], [-0.207, 0.409, -1.045], [-0.082, 0.073, -0.303], [0.297, 0.119, -1.098], [-0.879, 0.451, -1.048], [0.140, 0.045, -0.261], [0.279, 0.055, -0.221], [0.161, -0.006, -1.161], [0.393, -1.237, -1.202], [2.084, 2.591, -0.541], [-1.503, -1.364, -0.220], [-0.848, -1.097, -1.189], [0.204, -0.097, 0.002], [-0.224, -0.037, 0.029], [-0.434, -0.509, 1.194], [-1.046, 0.318, 0.349], [0.985, -0.030, 0.632], [0.710, 0.228, -0.051], [-0.298, 0.727, 0.325], [0.068, 0.657, 0.919], [2.127, -1.065, 1.012], [-1.248, 0.696, 0.671], [1.728, -1.856, -3.252], [-1.092, -0.714, -0.159], [-0.272, -0.367, -0.739], [-1.602, 0.341, 0.197], [0.427, 0.582, -0.389], [0.780, 0.390, 0.490], [0.561, 0.577, 0.878], [0.020, 0.357, 0.272], [-1.379, 0.647, 0.120], [0.033, 0.498, 0.825], [1.255, 0.075, -0.839], [0.835, 0.038, 1.115], [0.822, -0.275, 0.172], [-1.205, 0.182, -0.583], [-0.575, -1.230, -0.037], [-0.974, 0.688, 0.060], [0.505, 0.730, 0.139], [0.249, -0.079, -0.741], [-0.397, 0.902, -0.143], [-0.179, -0.520, 0.436], [-0.512, -0.530, 0.202], [0.281, -0.061, -0.158], [-0.412, -0.882, -1.834], [-1.790, 0.375, -0.162], [0.226, -0.163, -0.706], [0.278, 1.526, 0.007], [-0.407, 0.669, 0.932], [0.673, -0.420, 0.355], [0.313, 0.183, 0.626], [0.235, -0.801, 0.242], [-0.318, 0.585, -0.160], [0.747, -0.136, 0.461], [0.311, 0.000, 0.031], [0.084, -0.937, 0.363], [-1.104, 1.532, 0.312], [-0.053, -0.359, 0.997], [-0.245, 0.907, -1.383], [0.549, -0.264, 0.670], [0.421, -0.771, 0.122], [-0.016, -0.227, -0.259], [-0.344, -0.291, -0.102], [0.587, 0.433, -0.508], [-0.457, 0.186, -0.053], [0.066, 0.417, -0.073], [0.955, -1.181, 0.549], [-0.146, -0.556, -0.320], [0.909, -0.745, 0.151], [-1.283, -0.818, -0.607], [0.705, 0.219, 0.452], [-0.323, 0.077, 0.060], [-1.003, -0.436, 0.632], [0.761, 0.755, -0.440], [0.013, 0.746, -0.071], [-0.144, -0.257, 0.713], [0.185, -0.056, -0.191], [-0.044, -0.464, 0.013], [-0.161, 0.551, -0.295], [0.310, 0.316, -0.601], [0.170, -1.793, -0.552], [-1.000, 0.694, 0.006], [-0.051, -0.823, -1.639], [0.807, 0.536, -0.096], [0.407, -0.104, -0.102], [-0.942, 2.377, 0.007], [0.313, 0.186, 0.116], [0.431, -0.375, 0.021], [0.213, -0.648, 1.198], [0.172, 0.333, 0.300], [-0.149, -0.307, 0.604], [-0.344, -0.055, 0.136], [1.547, -1.322, -1.063], [-0.596, 0.947, -1.127], [-1.073, 0.587, 2.452], [-0.764, -1.410, 1.347], [-1.645, 0.955, 0.893], [-0.192, -0.098, 0.114], [0.172, -0.168, 0.508], [1.132, -0.627, -0.447], [1.115, 0.411, -1.142], [-0.026, -0.465, -1.171], [0.341, -0.018, 0.056], [0.237, 1.103, -0.334], [0.045, 0.456, -2.043], [0.190, 0.705, -0.186], [-0.569, -0.079, 1.792], [-0.095, -0.764, 0.020], [0.232, 0.126, 0.265], [0.394, -0.405, 0.079]],
  "lowdin_charge": [-0.036, -0.438, -0.053, -0.117, 0.086, 0.063, 0.078, 0.140, 0.089, 0.093, 0.040, 0.074, -0.055, -0.509, -0.022, -0.086, 0.055, 0.101, 0.085, 0.134, 0.096, 0.048, 0.091, 0.072, -0.031, -0.505, -0.043, -0.026, 0.091, 0.088, 0.055, 0.114, 0.050, 0.107, 0.035, 0.061, -0.048, -0.475, -0.045, -0.067, 0.076, 0.085, 0.081, 0.120, 0.079, 0.039, 0.104, 0.071, -0.027, -0.455, -0.078, -0.066, 0.084, 0.060, 0.072, 0.138, 0.093, 0.085, 0.073, 0.068, -0.066, -0.484, -0.051, -0.065, 0.088, 0.078, 0.071, 0.140, 0.049, 0.078, 0.093, 0.022, -0.038, -0.515, -0.075, -0.074, 0.055, 0.062, 0.065, 0.138, 0.067, 0.079, 0.077, 0.046, -0.034, -0.417, -0.010, -0.087, 0.094, 0.043, 0.057, 0.111, 0.058, 0.077, 0.028, 0.080, -0.042, -0.469, -0.048, -0.081, 0.086, 0.070, 0.089, 0.141, 0.101, 0.083, 0.079, 0.062, -0.055, -0.487, -0.040, -0.072, 0.103, 0.074, 0.050, 0.128, 0.081, 0.083, 0.070, 0.053, -0.028, -0.445, -0.063, -0.093, 0.058, 0.075, 0.091, 0.135, 0.042, 0.088, 0.115, 0.053, -0.057, -0.481, -0.040, -0.067, 0.073, 0.069, 0.088, 0.123, 0.083, 0.066, 0.062, 0.036, -0.060, -0.530, -0.068, -0.046, 0.083, 0.044, 0.092, 0.149, 0.066, 0.092, 0.084, 0.095, -0.025, -0.495, -0.040, -0.045, 0.044, 0.067, 0.075, 0.100, 0.045, 0.091, 0.082, 0.106, -0.113, -0.138, 0.058, 0.068, 0.087, 0.058]
}